Record 1
{
  "formula": "C10H15NSi",
  "method": "ωB97M-V with the def2-TZVPD basis set",
  "energy_ev": -19979.832,
  "smiles": "C=C[Si@](N)(CC)c1ccccc1",
  "e_above_lowest_kj_mol": 59.5,
  "total_charge": 0,
  "e_lumo_ev": 0.89,
  "fmax_ha_per_bohr": 0.077,
  "orbital_gap_ev": 9.9,
  "species": ["C", "C", "Si", "N", "C", "C", "C", "C", "C", "C", "C", "C", "H", "H", "H", "H", "H", "H", "H", "H", "H", "H", "H", "H", "H", "H", "H"],
  "xyz": [[0.903, -2.087, -0.962], [1.179, -0.832, -1.271], [0.878, 0.644, -0.030], [1.057, 2.283, -0.681], [2.084, 0.492, 1.468], [3.541, 0.195, 0.798], [-1.218, 0.375, 0.280], [-2.075, 1.122, -0.461], [-3.426, 0.761, -0.642], [-3.845, -0.442, -0.123], [-2.966, -1.209, 0.652], [-1.675, -0.794, 0.828], [1.093, -2.986, -1.724], [0.606, -2.358, 0.018], [1.223, -0.446, -2.324], [1.884, 2.587, -1.233], [0.210, 2.535, -1.156], [2.220, 1.386, 2.102], [1.880, -0.384, 2.111], [4.045, -0.300, 1.635], [3.327, -0.590, -0.027], [4.023, 1.111, 0.364], [-1.704, 1.968, -0.963], [-4.178, 1.401, -0.979], [-4.801, -0.946, -0.314], [-3.262, -2.092, 1.267], [-1.005, -1.394, 1.370]],
  "atomic_forces_ev_per_a": [[1.27, -2.02, -2.56], [-1.08, 2.22, -0.28], [-1.66, -0.17, 0.81], [0.73, -0.99, -0.17], [1.06, -0.19, -1.25], [-2.17, -0.93, -0.43], [3.79, 0.47, -0.95], [-1.56, 0.16, -0.33], [1.08, -0.96, 1.19], [-0.20, -1.66, 0.55], [-0.36, -0.62, 0.84], [-0.23, 0.01, 0.22], [-0.83, 2.07, 1.64], [-0.01, -0.43, 0.86], [0.66, -0.89, 0.79], [-0.98, -0.49, 0.67], [-0.14, 0.45, -0.37], [-0.60, -0.35, -0.31], [-0.13, 0.46, -0.29], [0.76, 0.39, -0.63], [0.89, 1.30, 1.26], [-0.29, -0.98, 0.63], [0.12, 1.25, -0.44], [-0.69, 1.09, -1.30], [0.02, 0.98, 0.09], [-0.13, 0.58, -1.11], [0.69, -0.79, 0.88]]
}

Record 2
{
  "formula": "C3H9NO",
  "method": "ωB97M-V with the def2-TZVPD basis set",
  "energy_ev": -6793.187,
  "smiles": "[H]/N=C/C.CO",
  "e_above_lowest_kj_mol": 180.3,
  "total_charge": 0,
  "e_lumo_ev": 0.84,
  "fmax_ha_per_bohr": 0.032,
  "orbital_gap_ev": 10.0,
  "species": ["H", "N", "C", "C", "H", "H", "H", "H", "C", "O", "H", "H", "H", "H"],
  "xyz": [[-2.911, -1.715, -1.380], [-2.396, -0.856, -1.202], [-1.769, -0.795, -0.117], [-1.445, 0.512, 0.515], [-1.404, -1.700, 0.467], [-1.736, 1.331, -0.137], [-0.372, 0.527, 0.711], [-1.925, 0.598, 1.490], [2.470, 0.668, 0.074], [1.527, -0.360, -0.127], [2.085, 1.294, 0.877], [2.574, 1.287, -0.822], [3.453, 0.287, 0.367], [1.849, -1.077, -0.716]],
  "atomic_forces_ev_per_a": [[1.05, -0.52, -0.26], [-1.50, 0.60, -0.15], [0.46, -0.92, 1.03], [0.91, -0.02, -0.14], [-0.75, 0.73, -0.44], [-0.03, 0.04, 0.06], [-0.01, 0.24, -0.01], [-0.25, -0.08, -0.04], [0.22, 0.07, -0.26], [-0.10, -1.14, -0.41], [0.02, -0.02, 0.01], [0.09, 0.01, 0.04], [-0.04, 0.02, 0.01], [-0.06, 1.00, 0.57]]
}

Record 3
{
  "formula": "C2H3NS2",
  "method": "ωB97M-V with the def2-TZVPD basis set",
  "energy_ev": -25280.796,
  "smiles": "S=C/C=N\\S",
  "e_above_lowest_kj_mol": 171.1,
  "total_charge": 0,
  "e_lumo_ev": -1.53,
  "fmax_ha_per_bohr": 0.083,
  "orbital_gap_ev": 7.6,
  "species": ["S", "C", "C", "N", "S", "H", "H", "H"],
  "xyz": [[2.754, -0.410, -0.137], [1.146, -0.438, 0.330], [0.273, 0.750, 0.058], [-0.987, 0.713, 0.009], [-1.751, -0.730, -0.078], [0.693, -1.378, 0.451], [0.717, 1.728, -0.265], [-2.844, -0.234, -0.368]],
  "atomic_forces_ev_per_a": [[-2.09, 0.01, 1.05], [2.55, 2.11, -2.73], [1.66, 0.38, 0.34], [-0.26, 0.77, -0.89], [2.02, -2.54, 1.19], [-0.65, -1.08, 0.81], [0.05, -0.95, 0.95], [-3.27, 1.31, -0.72]]
}